1.
The molecule C23H24F3NO3. Source: OMol25; level of theory: the ωB97M-V functional and the def2-TZVPD basis.

Geometry as XYZ:
```
54
Properties=species:S:1:pos:R:3:forces:R:3:lowdin_charge:R:1
C -6.218212 0.722395 -5.221688 -0.2 -0.3 -0.1 -0.0167
C -5.529865 -0.214573 -4.260642 -0.2 0.1 -0.3 -0.4064
O -5.789537 -1.396574 -4.225673 0.0 0.1 0.0 0.0866
C -4.517454 0.379401 -3.347785 0.4 -0.1 0.4 -0.1546
C -4.001304 1.664451 -3.506052 -0.1 -0.2 0.0 -0.0141
C -3.056235 2.149549 -2.622086 0.2 0.0 0.2 -0.0039
C -2.608191 1.363427 -1.566765 -0.3 0.1 0.0 -0.1472
C -1.648432 1.936450 -0.563883 0.0 0.0 -0.1 -0.4272
O -2.024450 2.738933 0.269849 -0.2 0.1 0.1 0.0812
N -0.369190 1.517782 -0.657087 0.2 0.0 0.0 -0.0344
C 0.143473 0.564398 -1.605109 0.0 -0.4 -0.3 -0.1288
C 0.643980 -0.696890 -0.887244 0.1 0.3 0.0 -0.0908
C 1.592281 -0.424621 0.298445 0.1 -0.1 0.0 -0.4135
C 3.034847 -0.112702 -0.165411 -0.2 -0.4 0.4 -0.2017
O 3.180021 0.930862 -1.095908 0.0 0.3 -0.4 -0.0476
C 1.654989 -1.730921 1.136431 0.1 0.2 -0.2 -0.1003
C 2.603969 -1.676996 2.298423 0.0 -0.1 0.1 -0.2118
C 3.904420 -2.159415 2.186631 0.0 0.0 0.1 -0.0354
C 4.784413 -2.101673 3.252169 0.1 0.0 0.0 -0.0543
C 4.383382 -1.562599 4.461997 -0.2 0.1 0.1 -0.0107
C 3.082750 -1.098696 4.587246 0.0 0.0 0.1 -0.1102
C 2.598338 -0.502320 5.877861 -0.1 0.2 0.2 -0.5867
F 2.422908 0.830709 5.780237 0.0 0.1 -0.2 0.1394
F 1.409218 -1.003532 6.257465 -0.1 -0.1 -0.1 0.1395
F 3.437340 -0.696976 6.903616 0.3 -0.1 0.0 0.1389
C 2.197274 -1.155657 3.519673 0.2 -0.1 0.1 0.0294
C 1.020717 0.712507 1.159399 0.1 0.1 -0.3 -0.0947
C 0.613202 1.924389 0.324523 0.0 0.3 0.5 -0.1102
C -3.131493 0.085672 -1.394288 0.1 0.1 0.0 -0.0148
C -4.070099 -0.400790 -2.280465 -0.1 0.0 -0.1 0.0022
H -7.013350 0.188162 -5.735385 0.0 0.0 0.0 0.0846
H -6.633133 1.574941 -4.689456 0.0 0.1 0.0 0.0884
H -5.503801 1.084443 -5.958604 0.1 0.1 -0.1 0.0873
H -4.325831 2.291196 -4.321781 -0.1 0.1 -0.1 0.1084
H -2.660059 3.146859 -2.742965 0.0 0.1 0.0 0.1241
H -0.637589 0.289732 -2.317143 0.2 0.1 0.1 0.1233
H 0.955183 1.047135 -2.159958 -0.1 -0.1 0.0 0.1190
H 1.133000 -1.351622 -1.612733 0.0 -0.1 0.0 0.1281
H -0.230843 -1.228433 -0.505410 -0.1 -0.1 0.0 0.1178
H 3.620167 0.194191 0.705865 0.0 -0.1 -0.1 0.1317
H 3.480095 -1.033176 -0.566342 0.0 0.0 0.1 0.1282
H 2.966024 0.602697 -1.974817 0.1 0.0 0.1 0.0862
H 1.946889 -2.549693 0.474889 0.0 -0.1 0.0 0.1268
H 0.651599 -1.943231 1.510276 -0.1 0.0 -0.1 0.1277
H 4.231999 -2.593200 1.253591 0.0 -0.1 -0.1 0.1143
H 5.788676 -2.480734 3.142970 0.1 0.0 0.0 0.1076
H 5.062229 -1.512619 5.298574 0.0 0.0 0.1 0.1184
H 1.186852 -0.801348 3.654494 -0.1 0.0 0.0 0.1298
H 1.754993 1.020213 1.903903 0.0 0.0 0.1 0.1249
H 0.131518 0.350721 1.681010 0.0 0.0 0.1 0.1301
H 0.156172 2.686479 0.957399 0.1 -0.1 -0.1 0.1263
H 1.483600 2.343776 -0.186874 -0.1 0.0 0.0 0.1265
H -2.805582 -0.520134 -0.561229 0.0 -0.1 0.1 0.1198
H -4.481868 -1.392346 -2.164155 0.0 -0.1 0.0 0.1196
```
Positions in Å, forces in eV/Å.

Calculated values
HOMO	-9.29	eV
orbital gap	9.421	eV
electronic energy	-40027.041	eV
SMILES	CC(=O)c1ccc(C(=O)N2CCC(CO)(Cc3cccc(C(F)(F)F)c3)CC2)cc1

=====

2.
C23H24FeNO3 as an isolated structure in a non-equilibrium geometry. Source: OMol25; level of theory: the ωB97M-V functional and the def2-TZVPD basis.

Geometry as XYZ:
```
52
Properties=species:S:1:pos:R:3:forces:R:3:lowdin_charge:R:1
C -0.703252 0.209780 5.418615 -0.1 0.0 -0.1 -0.1930
C -0.984429 1.331943 4.422732 0.2 0.2 0.3 -0.1600
C -0.745692 0.959592 2.952018 -1.1 1.0 0.2 -0.1274
N 0.295350 -0.012432 2.677328 -0.1 -0.5 -2.1 0.0290
C 0.625029 -0.235607 1.365093 1.2 -1.0 2.1 -0.1802
C 0.193732 0.524812 0.297411 0.1 1.4 0.3 0.1713
C 1.615711 -1.352540 1.122579 0.2 -0.1 -0.3 -0.2181
C 2.968289 -1.066736 0.884313 -0.2 0.0 0.2 -0.0267
C 3.891451 -2.108222 0.763868 -0.2 0.0 -0.1 -0.0540
C 3.455798 -3.436204 0.804965 -0.2 0.1 0.0 -0.0549
C 2.096079 -3.726797 0.967601 0.0 0.3 0.0 -0.0522
C 1.179579 -2.687686 1.132052 0.0 0.3 0.1 -0.0404
C 0.835501 -0.873422 3.729429 0.5 -0.9 0.8 -0.1115
C 0.680114 -0.357783 5.158243 -0.1 0.3 -0.1 -0.1673
H -0.758743 0.599995 6.441078 -0.1 -0.1 -0.2 0.1236
H -1.459862 -0.580339 5.332466 0.1 0.1 0.0 0.1235
H -2.023313 1.665932 4.523311 0.2 0.0 -0.1 0.1242
H -0.347541 2.192102 4.670531 -0.1 -0.2 0.0 0.1232
H -1.702461 0.605587 2.528542 0.4 -0.2 0.0 0.1486
H -0.506124 1.886057 2.411748 0.0 -0.3 0.1 0.1335
H 0.888673 0.668487 -0.530454 -0.4 -0.2 0.3 0.0983
H -0.682282 1.166692 0.357916 0.3 -0.1 -0.2 0.0999
H 3.286333 -0.023503 0.820162 0.0 -0.3 0.1 0.1261
H 4.949774 -1.876442 0.630392 -0.4 -0.1 0.0 0.1168
H 4.166054 -4.253625 0.689224 -0.1 0.2 0.1 0.1152
H 1.738111 -4.756915 0.967780 0.2 0.3 0.0 0.1165
H 0.113818 -2.894590 1.268673 0.4 -0.1 0.0 0.1271
H 0.362963 -1.867857 3.659807 0.0 0.4 -0.1 0.1446
H 1.909959 -1.042722 3.566891 -0.4 0.1 -0.4 0.1424
H 1.442595 0.407019 5.348379 -0.1 0.0 0.0 0.1265
H 0.881545 -1.191026 5.836998 0.1 0.1 -0.2 0.1272
O -2.079423 3.779078 -6.457703 0.5 -2.8 1.4 0.1259
C -1.790259 2.853868 -5.797066 -1.3 5.0 -3.6 -0.1430
Fe -1.165649 1.963530 -4.461455 1.8 -1.2 1.3 0.1206
C 0.391789 2.843823 -4.280678 2.0 3.9 0.2 -0.0906
O 1.202137 3.661034 -4.090413 -1.8 -2.7 -0.5 0.1518
C -1.880653 3.063634 -3.268469 -0.7 3.1 1.7 -0.1198
O -2.182636 4.017584 -2.681872 0.3 -2.0 -0.8 0.1441
C -0.579516 -0.360167 -2.145932 -2.0 -0.1 -0.8 -0.1190
C -1.964087 -0.412311 -2.044692 1.6 -0.8 1.2 -0.0962
C -2.870562 0.121261 -2.949220 -1.5 0.5 -0.6 -0.0818
C -2.656537 0.590398 -4.277074 -1.7 -0.7 -0.3 -0.2093
C -1.635634 0.059439 -5.139472 0.0 -1.0 0.1 -0.1416
C -0.335836 0.031866 -4.659782 0.1 -0.3 -0.5 -0.1381
C 0.010501 0.281788 -3.287332 2.6 -1.0 0.7 -0.1592
H 0.061710 -0.888055 -1.437088 -0.3 0.1 -0.3 0.0872
H -2.385895 -0.895556 -1.159603 0.0 0.0 -0.2 0.1075
H -3.920779 0.128947 -2.638017 0.4 0.2 0.0 0.1180
H -3.548352 1.001202 -4.777663 0.3 -0.7 0.3 0.1287
H -1.857716 -0.173184 -6.181441 0.1 0.3 0.2 0.1366
H 0.475609 -0.176151 -5.366448 -0.1 0.2 0.2 0.1359
H 1.049025 0.634423 -3.118272 -0.5 -0.5 -0.3 0.1105
```
Positions in Å, forces in eV/Å.

Calculated values
2S+1	5
net charge	+1
HOMO (alpha / beta)	-8.23 / -11.34	eV
<S²>	6.090
orbital gap (alpha / beta)	5.475 / 5.267	eV
electronic energy	-66247.373	eV

=====

- electronic energy of number 2 (C23H24FeNO3)?
  -66247.373 eV